[1]
Density functional theory data (wB97M-V/def2-TZVPD) for 2 unconnected molecules or ions with the total composition C5H13NO at a distorted geometry.

```
! RIJCOSX wB97M-V def2-TZVPD def2/J DEFGRID3
* xyz 0 1
C 0.35 2.25 -0.44
C -0.06 1.15 -1.45
C -0.42 -0.16 -0.85
C -0.60 -1.30 -1.67
C -0.91 -0.24 0.48
N -1.33 -1.35 1.20
H -0.49 2.25 0.25
H 1.20 1.86 0.05
H 0.53 3.28 -0.80
H -0.72 1.50 -2.28
H 0.86 1.07 -2.04
H 0.27 -1.66 -2.27
H -1.43 -1.21 -2.37
H -0.83 -2.17 -0.99
H -0.69 0.60 1.11
H -0.80 -2.17 1.25
H -2.23 -1.75 1.25
O 2.71 -0.78 3.35
H 2.08 -1.34 2.88
H 2.52 0.16 3.33
*
```

- maximum force (eV/Å) = 5.57
- SMILES = CC/C(C)=C/N.O
- ΔE to the lowest compared entry with this formula, charge and spin (kJ/mol) = 240.2
- HOMO-LUMO gap (Ha) = 0.344
- molar mass (g/mol) = 103.16
- energy (eV) = -8931.521
- E_HOMO (hartree) = -0.3150


[2]
Density functional theory data (wB97M-V/def2-TZVPD) for 2 unconnected molecules or ions with the total composition C5H13NO at a distorted geometry.

```
! RIJCOSX wB97M-V def2-TZVPD def2/J DEFGRID3
* xyz 0 1
C -1.07 0.31 1.91
C -1.63 0.98 0.91
C -1.14 1.66 -0.32
C -0.54 0.56 -1.34
C 0.64 -0.22 -0.86
N 0.34 -1.63 -0.42
H -1.61 0.47 2.90
H -0.40 -0.53 1.89
H -2.72 1.11 1.02
H -1.96 1.97 -0.80
H -0.57 2.59 -0.10
H -0.37 1.06 -2.28
H -1.32 -0.23 -1.48
H 1.23 0.30 -0.03
H 1.26 -0.31 -1.75
H -0.66 -1.77 -0.06
H 0.63 -2.18 -1.30
O 3.51 -1.44 0.43
H 3.80 -1.31 1.34
H 2.59 -1.37 0.36
*
```

- maximum force (eV/Å) = 4.39
- SMILES = C=CCCCN.O
- ΔE to the lowest compared entry with this formula, charge and spin (kJ/mol) = 334.6
- HOMO-LUMO gap (Ha) = 0.353
- molar mass (g/mol) = 103.16
- energy (eV) = -8930.543
- E_HOMO (hartree) = -0.3231


[3]
Density functional theory data (wB97M-V/def2-TZVPD) for 2 unconnected molecules or ions with the total composition C5H13NO at a distorted geometry.

```
! RIJCOSX wB97M-V def2-TZVPD def2/J DEFGRID3
* xyz 0 1
C -0.79 0.97 -1.83
N -0.51 1.03 -0.39
C 0.47 0.08 0.13
C 0.27 -0.06 1.64
C -1.20 0.40 1.77
C -1.76 0.82 0.43
H -1.55 0.27 -2.19
H -1.06 1.99 -2.10
H 0.20 0.85 -2.26
H 0.29 -0.93 -0.27
H 1.50 0.26 -0.22
H 0.63 -1.05 1.98
H 0.95 0.50 2.30
H -1.32 1.18 2.51
H -1.75 -0.48 2.12
H -2.22 1.81 0.28
H -2.55 0.08 0.15
O 3.61 -2.81 -1.10
H 2.71 -2.50 -1.14
H 4.08 -2.41 -1.82
*
```

- maximum force (eV/Å) = 2.12
- SMILES = CN1CCCC1.O
- ΔE to the lowest compared entry with this formula, charge and spin (kJ/mol) = 177.9
- HOMO-LUMO gap (Ha) = 0.342
- molar mass (g/mol) = 103.16
- energy (eV) = -8932.167
- E_HOMO (hartree) = -0.3131


[4]
Density functional theory data (wB97M-V/def2-TZVPD) for 3 unconnected molecules or ions with the total composition C5H13NO.

```
! RIJCOSX wB97M-V def2-TZVPD def2/J DEFGRID3
* xyz 0 1
C -0.90 0.85 0.88
C -1.03 1.76 -0.33
C 0.98 -0.42 0.95
N 1.80 -0.02 0.01
C 0.97 -0.96 2.15
H 2.36 0.81 0.15
H 1.63 -0.32 -0.94
H -0.36 1.34 1.69
H -0.58 -0.22 0.35
H 1.86 -1.48 2.47
H 0.09 -0.98 2.77
H -1.66 1.30 -1.10
H -0.05 1.95 -0.78
H -1.46 2.73 -0.07
C -0.36 -1.37 -1.91
O -0.47 -1.39 -0.53
H -1.86 0.51 1.28
H -0.30 -2.38 -2.34
H 0.56 -0.84 -2.28
H -1.19 -0.85 -2.41
*
```

- maximum force (eV/Å) = 0.25
- ΔE to the lowest compared entry with this formula, charge and spin (kJ/mol) = 564.3
- HOMO-LUMO gap (Ha) = 0.303
- molar mass (g/mol) = 103.16
- energy (eV) = -8928.162
- E_HOMO (hartree) = -0.2867


[5]
Density functional theory data (wB97M-V/def2-TZVPD) for 2 unconnected molecules or ions with the total composition C5H13NO at a distorted geometry.

```
! RIJCOSX wB97M-V def2-TZVPD def2/J DEFGRID3
* xyz 0 1
C -0.26 -1.20 -1.59
C -0.62 0.18 -1.01
C -1.92 0.03 -0.17
C -1.33 -0.26 1.24
C -0.19 0.75 1.26
N 0.42 0.62 -0.07
H -0.80 -1.33 -2.53
H 0.82 -1.34 -1.69
H -0.51 -2.02 -0.92
H -0.75 0.86 -1.85
H -2.46 -0.81 -0.59
H -2.46 0.98 -0.13
H -0.98 -1.29 1.32
H -2.07 -0.06 2.01
H -0.67 1.75 1.23
H 0.47 0.67 2.12
H 0.90 1.47 -0.33
O 3.25 0.04 0.42
H 2.29 0.01 0.59
H 3.46 -0.51 -0.36
*
```

- maximum force (eV/Å) = 1.36
- SMILES = C[C@H]1CCCN1.O
- ΔE to the lowest compared entry with this formula, charge and spin (kJ/mol) = 80.9
- HOMO-LUMO gap (Ha) = 0.363
- molar mass (g/mol) = 103.16
- energy (eV) = -8933.173
- E_HOMO (hartree) = -0.3278


[6]
Density functional theory data (wB97M-V/def2-TZVPD) for 2 unconnected molecules or ions with the total composition C5H13NO at a distorted geometry.

```
! RIJCOSX wB97M-V def2-TZVPD def2/J DEFGRID3
* xyz 0 1
C 2.03 -0.64 0.79
N 1.21 0.55 0.86
C 0.20 0.54 1.91
C -1.15 0.85 1.25
C -0.75 1.55 -0.05
C 0.58 0.92 -0.41
H 2.87 -0.57 1.48
H 2.45 -0.76 -0.21
H 1.44 -1.55 1.00
H 0.17 -0.35 2.55
H 0.43 1.34 2.63
H -1.72 1.50 1.90
H -1.70 -0.07 1.07
H -0.67 2.63 0.14
H -1.48 1.37 -0.83
H 0.36 0.03 -1.01
H 1.26 1.59 -0.93
O -2.07 -3.08 -4.36
H -2.35 -2.85 -3.47
H -1.11 -3.01 -4.30
*
```

- maximum force (eV/Å) = 1.04
- SMILES = CN1CCCC1.O
- ΔE to the lowest compared entry with this formula, charge and spin (kJ/mol) = 115.7
- HOMO-LUMO gap (Ha) = 0.321
- molar mass (g/mol) = 103.16
- energy (eV) = -8932.811
- E_HOMO (hartree) = -0.3019


[7]
Density functional theory data (wB97M-V/def2-TZVPD) for 2 unconnected molecules or ions with the total composition C5H13NO at a distorted geometry.

```
! RIJCOSX wB97M-V def2-TZVPD def2/J DEFGRID3
* xyz 0 1
C 1.45 1.32 -1.70
C 1.21 0.98 -0.22
C -0.16 0.42 0.12
C -0.97 -0.29 -0.92
C -0.68 0.78 1.29
N -1.85 0.20 1.86
H 1.80 0.43 -2.24
H 2.23 2.06 -1.82
H 0.59 1.67 -2.27
H 1.28 1.95 0.28
H 2.04 0.37 0.12
H -2.02 -0.26 -0.68
H -0.77 -0.04 -1.96
H -0.60 -1.33 -0.90
H -0.11 1.47 1.89
H -1.89 0.30 2.87
H -1.83 -0.79 1.65
O -0.13 -3.23 0.60
H -0.31 -2.47 1.17
H 0.74 -3.54 0.85
*
```

- maximum force (eV/Å) = 1.94
- SMILES = CC/C(C)=C/N.O
- ΔE to the lowest compared entry with this formula, charge and spin (kJ/mol) = 137.5
- HOMO-LUMO gap (Ha) = 0.317
- molar mass (g/mol) = 103.16
- energy (eV) = -8932.586
- E_HOMO (hartree) = -0.2917


[8]
Density functional theory data (wB97M-V/def2-TZVPD) for C5H13NO in the gas phase at a distorted geometry.

```
! RIJCOSX wB97M-V def2-TZVPD def2/J DEFGRID3
* xyz 0 1
C 2.92 0.29 0.42
C 1.58 1.08 0.70
C 0.35 1.12 -0.26
C -0.21 -0.27 -0.46
N -1.64 -0.32 0.13
C -2.43 -1.22 -0.63
O -3.51 -1.48 0.21
H 3.23 -0.29 1.21
H 3.51 0.95 -0.18
H 2.80 -0.52 -0.31
H 1.15 0.77 1.68
H 1.97 2.08 0.77
H 0.52 1.61 -1.25
H -0.36 1.75 0.27
H -0.35 -0.60 -1.47
H 0.54 -0.87 -0.10
H -1.52 -0.57 1.14
H -2.71 -0.64 -1.66
H -2.01 -2.20 -0.87
H -3.84 -0.67 0.65
*
```

- maximum force (eV/Å) = 4.64
- SMILES = CCCCNCO
- ΔE to the lowest compared entry with this formula, charge and spin (kJ/mol) = 251.4
- HOMO-LUMO gap (Ha) = 0.375
- molar mass (g/mol) = 103.16
- energy (eV) = -8931.406
- E_HOMO (hartree) = -0.3362


[9]
Density functional theory data (wB97M-V/def2-TZVPD) for C5H13NO in the gas phase at a distorted geometry.

```
! RIJCOSX wB97M-V def2-TZVPD def2/J DEFGRID3
* xyz 0 1
C -1.88 1.84 -0.45
C -1.52 0.37 -0.98
C -0.70 -0.62 -0.03
C 0.74 -0.25 0.26
N 1.73 -0.48 -0.84
C 1.26 -1.13 1.45
O 2.55 -0.70 1.85
H -1.90 2.60 -1.25
H -1.05 2.18 0.19
H -2.83 1.78 0.07
H -1.01 0.39 -1.99
H -2.53 -0.07 -1.05
H -0.64 -1.71 -0.35
H -1.25 -0.64 0.93
H 0.84 0.80 0.57
H 1.25 -1.02 -1.56
H 2.13 0.38 -1.20
H 1.19 -2.16 1.02
H 0.60 -1.09 2.32
H 3.03 -0.46 1.05
*
```

- maximum force (eV/Å) = 2.48
- SMILES = CCC[C@H](N)CO
- ΔE to the lowest compared entry with this formula, charge and spin (kJ/mol) = 122.4
- HOMO-LUMO gap (Ha) = 0.380
- molar mass (g/mol) = 103.16
- energy (eV) = -8932.743
- E_HOMO (hartree) = -0.3447


[10]
Density functional theory data (wB97M-V/def2-TZVPD) for 2 unconnected molecules or ions with the total composition C5H13NO at a distorted geometry.

```
! RIJCOSX wB97M-V def2-TZVPD def2/J DEFGRID3
* xyz 0 1
C -1.81 -0.25 -1.96
C -0.48 0.46 -2.00
C -0.29 1.61 -1.08
O -1.11 1.80 -0.17
H -2.50 0.30 -1.31
H -1.71 -1.27 -1.57
H -2.24 -0.32 -2.96
H 0.03 0.47 -2.96
H 0.56 0.28 -1.26
H 0.30 2.44 -1.51
C 1.01 -1.70 1.68
C 0.46 -0.29 1.84
N 1.32 0.68 1.19
H 1.08 -1.95 0.62
H 2.01 -1.77 2.11
H 0.39 -2.42 2.19
H -0.52 -0.23 1.36
H 0.31 -0.09 2.92
H 2.26 0.63 1.58
H 0.95 1.62 1.31
*
```

- maximum force (eV/Å) = 4.99
- SMILES = CCC=O.CCN
- ΔE to the lowest compared entry with this formula, charge and spin (kJ/mol) = 248.0
- HOMO-LUMO gap (Ha) = 0.374
- molar mass (g/mol) = 103.16
- energy (eV) = -8931.441
- E_HOMO (hartree) = -0.3349